## a
{"formula": "CH3FO2S", "method": "ωB97M-V/def2-TZVPD", "smiles": "CS(=O)(=O)F", "e_lumo_ev": 0.560, "total_charge": 0, "spin_multiplicity": 1, "symbols": ["C", "S", "O", "O", "F", "H", "H", "H"], "positions_angstrom": [[0.9598, 0.0116, -0.0009], [-0.9029, -0.1026, 0.0806], [-1.4250, -0.1938, 1.4255], [-1.2765, -0.9347, -1.0404], [-1.2198, 1.4481, -0.4083], [1.1123, -0.6250, 0.8437], [1.3431, -0.5094, -0.9262], [1.4090, 0.9057, 0.0260]], "mulliken_charge": [-0.797, 1.164, -0.515, -0.523, -0.267, 0.290, 0.308, 0.340]}



## b
{"formula": "CH3FO2S", "method": "ωB97M-V/def2-TZVPD", "smiles": "O=[SH](=O)CF", "e_lumo_ev": 0.365, "total_charge": 0, "spin_multiplicity": 1, "symbols": ["O", "S", "O", "C", "F", "H", "H", "H"], "positions_angstrom": [[1.4856, 1.2838, -0.4271], [0.9841, 0.0773, 0.1522], [1.4798, -1.2720, -0.1267], [-0.8081, -0.1115, -0.2853], [-1.7158, 1.0985, 0.0373], [0.8656, 0.0876, 1.5177], [-1.1771, -0.3077, -1.3273], [-1.1142, -0.8559, 0.4593]], "mulliken_charge": [-0.514, 0.855, -0.547, -0.175, -0.314, 0.184, 0.275, 0.237]}



Of them, the most stable is a and the least stable is b.



## a
{"formula": "C37H47N4O5SSi2SmTe", "method": "ωB97M-V/def2-TZVPD", "s_squared": 8.7588, "e_lumo_ev": [-5.928, -5.578], "total_charge": 2, "spin_multiplicity": 6, "symbols": ["Sm", "O", "C", "C", "C", "C", "N", "C", "C", "C", "C", "C", "C", "O", "C", "C", "N", "H", "H", "H", "H", "H", "H", "H", "H", "H", "H", "H", "H", "O", "C", "C", "C", "C", "C", "C", "C", "O", "O", "H", "H", "H", "H", "H", "C", "Si", "C", "C", "C", "Te", "C", "Si", "C", "C", "C", "H", "H", "H", "H", "H", "H", "H", "H", "H", "H", "H", "H", "H", "H", "H", "H", "H", "H", "H", "H", "H", "H", "S", "C", "C", "C", "N", "C", "C", "C", "C", "C", "N", "C", "C", "H", "H", "H", "H", "H", "H", "H", "H"], "positions_angstrom": [[-14.2390, 14.3541, -7.0047], [-10.6226, 20.1796, -4.4433], [-11.5980, 20.4988, -5.4528], [-12.3449, 19.1676, -5.8007], [-13.1761, 18.9914, -6.9134], [-13.7250, 17.7426, -7.1539], [-13.4293, 16.6987, -6.3343], [-12.6114, 16.8380, -5.2726], [-12.0278, 18.0870, -4.9865], [-12.4448, 15.5509, -4.4814], [-11.5326, 15.4206, -3.3852], [-11.4021, 14.2389, -2.7293], [-10.3565, 14.0171, -1.6273], [-9.5316, 15.1117, -1.3231], [-12.1046, 13.1695, -3.2252], [-13.0188, 13.3704, -4.2236], [-13.1064, 14.5338, -4.8799], [-9.9822, 20.9581, -4.4911], [-11.0902, 20.8017, -6.3706], [-12.3089, 21.1968, -5.1410], [-13.4159, 19.8738, -7.5015], [-14.3647, 17.5873, -8.0074], [-11.4511, 18.1668, -4.0468], [-10.9571, 16.2779, -3.0493], [-9.7726, 13.1552, -2.0428], [-10.9747, 13.7026, -0.7309], [-8.9477, 14.8981, -0.5391], [-11.9095, 12.1488, -2.7787], [-13.6213, 12.5200, -4.6401], [-14.8556, 9.5820, -5.6609], [-15.6865, 9.5842, -6.7510], [-16.5593, 8.5346, -6.9661], [-17.3305, 8.4167, -8.1928], [-17.2767, 9.3754, -9.2126], [-16.5117, 10.5001, -8.9117], [-15.7214, 10.5759, -7.7388], [-14.9246, 11.7354, -7.5976], [-14.8250, 12.6133, -8.4859], [-14.3281, 11.9911, -6.4924], [-14.7603, 8.6725, -5.3328], [-16.5647, 7.7981, -6.2134], [-17.9096, 7.5456, -8.4510], [-17.8801, 9.2070, -10.1158], [-16.4259, 11.2988, -9.6051], [-16.0495, 15.0692, -13.4711], [-16.5147, 15.7048, -11.7780], [-17.2022, 14.4686, -10.5395], [-18.0240, 16.8993, -11.9579], [-15.0513, 16.5217, -10.9447], [-13.5995, 15.1678, -10.1722], [-11.9956, 16.5836, -10.1354], [-10.4787, 15.5597, -9.5553], [-9.1462, 16.8411, -9.0862], [-10.8179, 14.4827, -8.0511], [-9.8598, 14.5184, -11.0016], [-16.8795, 14.7704, -14.1488], [-15.3536, 14.2176, -13.4313], [-15.6315, 15.9835, -14.0462], [-17.9682, 13.8102, -10.9545], [-17.7283, 14.8648, -9.5882], [-16.4996, 13.7323, -10.1259], [-18.9078, 16.4876, -11.4087], [-18.1971, 17.3410, -12.9585], [-17.7674, 17.6971, -11.2978], [-15.4552, 17.1683, -10.1457], [-14.5366, 17.1172, -11.6337], [-12.2296, 17.2932, -9.3900], [-11.8139, 17.0140, -11.1886], [-9.6828, 17.3897, -8.2775], [-8.9556, 17.5878, -9.8384], [-8.2086, 16.4275, -8.7853], [-11.7961, 13.9857, -8.0588], [-10.6221, 14.9515, -7.1326], [-10.1293, 13.6068, -8.0417], [-9.1313, 15.0897, -11.6247], [-10.6101, 13.9797, -11.5961], [-9.1865, 13.7964, -10.5110], [-20.7062, 14.7948, -4.7208], [-19.1892, 14.9096, -5.5420], [-18.7947, 13.9849, -6.5448], [-17.4887, 13.9527, -6.9049], [-16.5685, 14.9266, -6.6062], [-16.9515, 15.9348, -5.7724], [-18.1951, 15.8613, -5.1849], [-21.6617, 13.7541, -5.7257], [-22.2514, 12.5815, -5.2145], [-23.1330, 11.8731, -5.9892], [-23.4187, 12.2049, -7.2356], [-22.7842, 13.2756, -7.7657], [-21.9711, 14.1108, -7.0586], [-19.5295, 13.2513, -6.9294], [-17.1778, 13.0949, -7.5429], [-16.2329, 16.6962, -5.5205], [-18.5138, 16.7230, -4.5758], [-21.9161, 12.2507, -4.1799], [-23.6376, 11.0091, -5.5594], [-23.0643, 13.5163, -8.8089], [-21.6196, 14.9776, -7.4537]], "mulliken_spin": [5.087, 0.000, 0.000, -0.001, -0.002, -0.006, -0.009, 0.000, -0.001, 0.000, -0.003, 0.000, 0.000, 0.000, -0.001, -0.002, -0.009, 0.000, 0.000, 0.000, 0.000, 0.001, 0.000, 0.000, 0.000, 0.000, 0.000, 0.000, -0.001, 0.000, 0.000, 0.000, 0.000, 0.000, 0.000, -0.003, -0.012, -0.012, -0.016, 0.000, 0.000, 0.000, 0.000, 0.000, 0.000, 0.000, 0.001, 0.000, -0.001, -0.007, -0.001, 0.000, 0.000, 0.001, 0.000, 0.000, 0.000, 0.000, 0.000, 0.000, -0.001, 0.000, 0.000, 0.000, 0.000, -0.001, 0.001, 0.000, 0.000, 0.000, 0.000, 0.004, 0.000, 0.000, 0.000, 0.000, 0.000, 0.000, 0.000, 0.000, 0.000, -0.007, 0.000, 0.000, 0.000, 0.000, 0.000, 0.000, 0.000, 0.000, 0.000, 0.003, -0.001, 0.000, 0.000, 0.000, 0.000, 0.000]}



## b
{"formula": "C37H47N4O5SSi2SmTe", "method": "ωB97M-V/def2-TZVPD", "s_squared": 8.7593, "e_lumo_ev": [-5.895, -5.500], "total_charge": 2, "spin_multiplicity": 6, "symbols": ["Sm", "O", "C", "C", "C", "C", "N", "C", "C", "C", "C", "C", "C", "O", "C", "C", "N", "H", "H", "H", "H", "H", "H", "H", "H", "H", "H", "H", "H", "O", "C", "C", "C", "C", "C", "C", "C", "O", "O", "H", "H", "H", "H", "H", "C", "Si", "C", "C", "C", "Te", "C", "Si", "C", "C", "C", "H", "H", "H", "H", "H", "H", "H", "H", "H", "H", "H", "H", "H", "H", "H", "H", "H", "H", "H", "H", "H", "H", "S", "C", "C", "C", "N", "C", "C", "C", "C", "C", "N", "C", "C", "H", "H", "H", "H", "H", "H", "H", "H"], "positions_angstrom": [[17.4303, 10.9116, 12.2577], [18.3859, 18.2746, 12.8631], [19.3334, 17.4678, 12.1962], [18.8195, 16.0312, 12.1981], [19.6329, 14.9677, 11.8082], [19.1310, 13.6609, 11.8244], [17.8959, 13.3861, 12.2102], [17.0645, 14.3911, 12.5744], [17.5319, 15.7176, 12.6319], [15.6896, 13.9650, 12.9370], [14.6427, 14.9210, 12.9534], [13.3646, 14.5064, 13.3178], [12.1913, 15.4198, 13.2159], [12.5864, 16.5316, 12.4415], [13.2272, 13.1568, 13.7118], [14.3104, 12.2723, 13.5971], [15.5225, 12.6484, 13.1915], [18.6727, 19.1996, 12.8522], [20.2828, 17.4849, 12.6954], [19.4685, 17.8176, 11.1619], [20.6286, 15.1253, 11.4652], [19.7642, 12.8466, 11.5437], [16.9128, 16.5557, 12.9310], [14.7799, 15.9583, 12.6313], [11.8677, 15.7115, 14.2203], [11.3610, 14.8620, 12.7276], [11.8365, 17.1091, 12.3164], [12.2819, 12.7492, 14.0360], [14.1759, 11.2679, 13.8819], [17.9816, 10.6123, 10.3607], [18.4483, 9.7452, 9.4393], [18.6896, 10.2799, 8.1682], [18.9594, 9.4473, 7.1122], [18.9100, 8.0640, 7.3104], [18.7614, 7.5466, 8.5921], [18.6098, 8.3562, 9.7249], [18.4358, 7.5297, 11.0169], [18.1288, 6.3628, 11.0469], [18.5258, 8.2704, 12.2123], [18.5555, 7.5562, 12.8814], [18.6204, 11.3728, 8.0765], [19.2060, 9.8902, 6.1321], [19.0731, 7.3900, 6.5180], [18.8042, 6.4987, 8.7550], [24.9405, 10.5509, 10.4026], [23.2746, 9.8991, 10.9659], [23.5043, 8.2334, 11.8165], [22.1094, 9.8471, 9.5230], [22.5466, 11.0872, 12.2460], [20.8696, 10.2641, 13.3446], [20.9084, 11.3513, 15.1568], [19.5518, 10.7579, 16.3604], [20.0781, 9.1802, 17.2297], [19.1310, 11.9924, 17.6356], [18.0052, 10.4805, 15.2858], [25.4077, 10.0399, 9.5546], [25.6504, 10.6296, 11.2195], [24.8244, 11.5726, 10.0448], [24.2949, 7.6787, 11.3032], [22.5987, 7.6340, 11.7072], [23.7665, 8.3308, 12.8666], [22.4013, 9.0963, 8.7990], [22.1255, 10.8159, 9.0220], [21.0794, 9.6473, 9.8368], [22.2052, 12.0440, 11.8624], [23.2612, 11.2321, 13.0556], [20.8712, 12.4316, 15.0100], [21.8846, 11.1696, 15.6093], [20.9572, 9.3221, 17.8848], [20.2765, 8.3451, 16.6045], [19.2420, 8.9424, 17.8863], [19.9534, 12.1034, 18.3176], [18.2682, 11.6341, 18.2391], [18.9070, 12.9953, 17.2203], [18.0956, 9.6711, 14.5629], [17.7906, 11.4535, 14.8235], [17.1316, 10.2522, 15.9003], [11.5074, 7.1238, 11.9575], [12.9748, 8.1027, 12.1979], [13.6210, 8.2147, 13.3989], [14.8450, 8.8723, 13.4370], [15.3955, 9.4162, 12.3323], [14.7315, 9.3496, 11.1604], [13.4936, 8.7559, 11.0717], [10.4797, 7.7342, 13.2505], [9.7651, 8.8846, 12.9929], [9.0165, 9.4554, 14.0221], [8.9247, 8.9108, 15.2307], [9.5564, 7.7529, 15.4263], [10.3690, 7.1370, 14.4644], [13.2023, 7.7280, 14.2777], [15.4014, 8.9157, 14.3528], [15.1759, 9.8713, 10.3109], [12.9780, 8.7528, 10.1144], [9.8314, 9.3621, 12.0137], [8.4334, 10.3407, 13.8194], [9.4563, 7.2397, 16.4131], [10.8519, 6.2107, 14.7198]], "mulliken_spin": [5.035, 0.000, 0.000, 0.000, -0.003, -0.005, 0.005, -0.001, -0.001, -0.001, 0.000, 0.000, 0.000, 0.000, 0.000, -0.002, -0.001, 0.000, 0.000, 0.000, 0.000, 0.000, 0.000, 0.000, 0.000, 0.000, 0.000, 0.000, -0.001, -0.018, 0.000, -0.002, 0.000, 0.000, 0.000, 0.001, -0.001, 0.000, -0.004, 0.001, 0.000, 0.000, 0.000, 0.000, 0.000, 0.000, 0.000, 0.000, 0.000, -0.002, -0.001, 0.000, 0.000, 0.000, 0.013, 0.000, 0.000, 0.000, 0.000, 0.000, 0.000, 0.000, 0.000, 0.000, 0.000, 0.000, 0.000, 0.000, 0.000, 0.000, 0.000, 0.000, 0.000, 0.000, -0.007, 0.000, 0.002, 0.000, 0.000, 0.000, 0.000, -0.002, 0.002, 0.000, 0.000, 0.000, 0.000, 0.000, 0.000, 0.000, 0.000, -0.002, 0.000, 0.000, 0.000, 0.000, 0.000, 0.000]}



Of them, the most stable is b and the least stable is a.